# 1
{
  "formula": "C40H92O30P4",
  "method": "ωB97M-V/def2-TZVPD",
  "species": ["C", "O", "P", "O", "O", "C", "O", "C", "H", "H", "H", "H", "H", "H", "H", "H", "H", "C", "O", "P", "O", "O", "C", "O", "C", "H", "H", "H", "H", "H", "H", "H", "H", "H", "C", "O", "P", "O", "O", "C", "O", "C", "H", "H", "H", "H", "H", "H", "H", "H", "H", "C", "O", "P", "O", "O", "C", "O", "C", "H", "H", "H", "H", "H", "H", "H", "H", "H", "O", "C", "O", "C", "C", "C", "H", "H", "H", "H", "H", "H", "H", "H", "O", "C", "O", "C", "C", "C", "H", "H", "H", "H", "H", "H", "H", "H", "O", "C", "O", "C", "C", "C", "H", "H", "H", "H", "H", "H", "H", "H", "O", "C", "O", "C", "C", "C", "H", "H", "H", "H", "H", "H", "H", "H", "O", "C", "O", "C", "C", "C", "H", "H", "H", "H", "H", "H", "H", "H", "O", "C", "O", "C", "C", "C", "H", "H", "H", "H", "H", "H", "H", "H", "O", "C", "O", "C", "C", "C", "H", "H", "H", "H", "H", "H", "H", "H"],
  "xyz": [[4.20585, 14.49730, 2.60107], [4.28639, 15.27442, 1.44607], [5.30298, 16.60050, 1.40929], [5.32346, 17.41440, 2.67536], [4.79789, 17.43852, 0.15737], [5.37848, 18.68381, -0.19295], [6.74843, 16.00384, 0.98704], [7.05660, 15.54270, -0.32899], [3.30645, 14.72833, 3.17188], [5.07302, 14.70214, 3.22889], [4.24295, 13.41355, 2.49063], [5.87550, 19.20683, 0.62406], [4.58319, 19.38970, -0.43241], [5.96737, 18.59451, -1.10583], [7.26962, 14.47465, -0.37363], [7.89010, 16.14944, -0.68287], [6.19979, 15.58726, -1.00130], [19.76850, 7.42362, -9.80194], [19.74132, 6.91641, -8.47199], [18.74754, 5.62992, -8.15281], [18.93858, 4.43836, -9.03078], [17.24498, 6.30058, -8.33131], [16.82885, 7.38156, -7.50777], [18.85880, 5.50819, -6.54253], [19.71150, 4.42588, -5.94322], [20.80608, 7.30641, -10.11463], [19.56013, 8.49324, -9.77736], [19.14927, 6.86306, -10.50225], [17.36339, 7.39483, -6.55793], [15.76971, 7.33932, -7.25376], [17.11283, 8.26559, -8.07870], [19.10197, 3.67602, -5.43895], [20.41463, 4.90173, -5.25966], [20.20885, 3.88986, -6.75157], [14.86785, 11.74693, 1.32493], [15.30019, 10.51130, 1.74314], [16.42009, 9.70569, 0.84105], [16.16752, 9.74476, -0.61502], [16.60282, 8.26407, 1.52661], [17.24854, 7.26630, 0.74130], [17.76467, 10.45210, 1.37407], [18.07116, 10.59761, 2.74302], [15.47640, 12.22302, 0.55610], [14.87209, 12.32264, 2.25049], [13.79773, 11.75501, 1.11783], [18.14672, 7.61190, 0.22952], [16.66590, 6.73440, -0.01085], [17.48637, 6.39868, 1.35674], [19.10373, 10.27906, 2.88593], [17.47028, 9.96138, 3.39282], [17.88311, 11.65019, 2.95474], [25.46513, 11.03198, 6.94606], [25.37334, 9.59310, 7.18579], [24.35615, 9.10599, 8.32837], [24.26621, 7.64253, 8.58624], [24.73109, 9.99696, 9.63931], [23.85860, 9.97287, 10.72468], [22.95564, 9.77631, 7.86665], [21.71174, 9.06510, 8.04592], [24.90722, 11.64722, 7.65198], [25.19027, 11.38365, 5.95163], [26.49739, 11.36941, 7.03921], [23.24113, 10.86959, 10.77669], [24.45346, 9.91940, 11.63648], [23.26075, 9.06149, 10.73225], [21.85711, 8.28789, 8.79620], [21.42355, 8.61379, 7.09652], [20.97677, 9.76405, 8.44514], [10.16041, 7.94572, -0.99890], [9.84154, 6.78783, -1.18916], [10.38900, 5.93908, -2.06529], [11.48986, 6.33836, -2.77885], [12.36097, 5.13632, -3.16129], [8.79115, 6.14249, -0.23848], [12.17513, 6.96940, -2.21291], [11.14442, 6.92577, -3.62956], [12.42663, 4.51929, -2.26515], [13.31513, 5.52015, -3.52235], [11.78299, 4.51520, -3.84558], [7.88363, 6.71112, -0.44138], [9.10042, 6.23938, 0.80223], [8.53847, 5.14415, -0.59563], [13.34990, 18.43175, 0.86549], [13.92360, 19.01208, 1.72998], [13.40693, 20.02465, 2.50488], [12.04936, 20.47258, 2.38508], [11.78003, 21.74441, 3.28186], [15.38575, 18.65108, 2.01855], [11.37305, 19.67575, 2.69455], [11.77630, 20.57529, 1.33485], [10.76138, 22.12832, 3.22651], [12.60663, 22.43258, 3.10506], [11.97318, 21.49782, 4.32589], [15.41944, 17.90487, 2.81236], [15.94896, 19.54061, 2.30073], [15.78798, 18.18632, 1.11837], [14.22549, -0.15319, 1.89280], [14.64704, 0.78775, 1.22418], [14.15098, 2.04291, 1.23762], [13.05762, 2.48266, 2.06384], [13.27225, 3.98764, 2.38007], [15.88604, 0.69600, 0.41102], [12.95942, 1.93119, 2.99890], [12.06570, 2.36456, 1.62767], [12.42094, 4.37066, 2.94278], [13.30693, 4.49360, 1.41524], [14.13528, 4.10037, 3.03624], [15.90262, -0.18135, -0.23557], [16.74338, 0.71683, 1.08381], [15.99084, 1.49961, -0.31790], [23.36572, 16.16604, -3.19880], [22.80544, 16.55641, -2.16306], [22.69555, 17.85394, -1.87974], [23.29815, 18.87926, -2.66698], [22.77029, 19.03963, -4.11761], [22.07311, 15.61874, -1.24143], [24.36360, 18.65418, -2.71441], [23.18897, 19.83514, -2.15466], [23.27425, 19.77345, -4.74661], [21.72429, 19.32828, -4.01434], [22.89509, 18.16076, -4.75015], [20.98926, 15.61993, -1.35704], [22.43647, 15.68542, -0.21594], [22.38676, 14.59396, -1.44031], [23.58951, 8.12050, -2.61345], [22.64106, 8.67568, -2.10061], [22.36384, 8.78025, -0.78701], [23.12857, 8.25655, 0.23960], [24.56399, 8.75781, 0.29280], [21.70340, 9.49372, -2.93175], [23.07263, 7.16896, 0.28573], [22.62720, 8.46131, 1.18553], [25.00523, 8.55385, 1.26841], [24.69167, 9.79723, -0.00950], [25.23111, 8.13585, -0.30404], [21.94540, 10.53628, -2.72536], [20.73318, 9.12180, -2.60243], [21.94257, 9.16676, -3.94367], [7.82033, 12.00316, -5.26122], [8.55459, 11.17480, -5.76014], [9.84664, 11.26666, -5.97355], [10.63084, 12.42061, -5.83946], [11.72561, 12.37218, -4.75011], [8.09712, 9.71600, -6.06576], [10.00275, 13.30416, -5.72568], [11.10191, 12.55522, -6.81315], [12.15529, 13.37391, -4.74602], [12.54252, 11.65987, -4.86574], [11.37418, 12.14653, -3.74329], [8.19039, 9.11729, -5.15970], [8.78150, 9.30539, -6.80814], [7.04475, 9.61300, -6.33035], [7.35721, 9.40689, 5.68080], [8.54969, 9.19726, 5.76624], [9.16917, 8.10669, 6.20119], [8.35259, 6.97248, 6.66413], [9.11987, 6.07704, 7.58602], [9.61489, 10.16446, 5.23502], [8.07630, 6.43815, 5.75514], [7.51378, 7.32196, 7.26610], [8.49275, 5.22271, 7.84083], [9.50275, 6.61128, 8.45556], [9.92594, 5.57188, 7.05389], [10.13696, 10.79094, 5.95825], [9.16932, 10.88459, 4.54875], [10.36661, 9.71757, 4.58440]],
  "mulliken_charge": [-0.6662, -0.3273, 1.0558, -0.6732, -0.3027, -0.7347, -0.2814, -0.6743, 0.2529, 0.3090, 0.2810, 0.3448, 0.2775, 0.2779, 0.2818, 0.2591, 0.3201, -0.7194, -0.2635, 0.9980, -0.6701, -0.3267, -0.5461, -0.2550, -0.6576, 0.2722, 0.2528, 0.3394, 0.2843, 0.2476, 0.2213, 0.2532, 0.2517, 0.3178, -0.7316, -0.3217, 0.9877, -0.6462, -0.2534, -0.6582, -0.2749, -0.6448, 0.3272, 0.2785, 0.2742, 0.2616, 0.2999, 0.2871, 0.2402, 0.3131, 0.2591, -0.6219, -0.3589, 1.0474, -0.6851, -0.3078, -0.6328, -0.2698, -0.6831, 0.2858, 0.2751, 0.2869, 0.2400, 0.2676, 0.3087, 0.3364, 0.2554, 0.2559, -0.5597, 0.6645, -0.3043, -0.1945, -1.0584, -0.8958, 0.2960, 0.2893, 0.2526, 0.3507, 0.3059, 0.2970, 0.2693, 0.2874, -0.5285, 0.6436, -0.2941, -0.2502, -1.0916, -0.9073, 0.2822, 0.3346, 0.3546, 0.3003, 0.2986, 0.2451, 0.3066, 0.3060, -0.5768, 0.6930, -0.2091, -0.3442, -0.9869, -0.9402, 0.3235, 0.2974, 0.3693, 0.2285, 0.3016, 0.3022, 0.2448, 0.2985, -0.5753, 0.7777, -0.3374, -0.2217, -1.0675, -1.0264, 0.2988, 0.2835, 0.3693, 0.2767, 0.3105, 0.2705, 0.3225, 0.3188, -0.5603, 0.6300, -0.2792, -0.2580, -1.0712, -0.7857, 0.3012, 0.2877, 0.3723, 0.2986, 0.2883, 0.2152, 0.2753, 0.2852, -0.5811, 0.7363, -0.2861, -0.2847, -1.0634, -0.8837, 0.3449, 0.2745, 0.3322, 0.2977, 0.3161, 0.1764, 0.3012, 0.3208, -0.5636, 0.7695, -0.2821, -0.1369, -1.1732, -1.0680, 0.2645, 0.2845, 0.3818, 0.3108, 0.3007, 0.2730, 0.3356, 0.3037],
  "spin_multiplicity": 1,
  "homo_energy_ev": -10.2319,
  "de_lowest_kcal_mol": 128.0,
  "lumo_ha": -0.001,
  "orbital_gap_ev": 10.2
}

# 2
{
  "formula": "C4H7NO",
  "method": "ωB97M-V/def2-TZVPD",
  "species": ["N", "C", "C", "C", "C", "O", "H", "H", "H", "H", "H", "H", "H"],
  "xyz": [[-1.64713, 1.08642, -1.20971], [-0.65492, 0.66678, -0.56005], [-0.17612, 0.98346, 0.83563], [0.88783, -0.18809, 0.91161], [0.46342, -1.38738, -0.35899], [0.23117, -0.20110, -1.14579], [-1.60984, 0.59762, -2.11146], [0.21268, 2.03143, 0.88560], [-0.95497, 0.95573, 1.61841], [0.81943, -0.74003, 1.81445], [1.88659, 0.23466, 0.70501], [-0.48804, -1.99971, -0.27684], [1.02991, -2.03980, -1.10787]],
  "mulliken_charge": [-0.6902, 0.4469, -0.2924, -0.5518, -0.3836, -0.3944, 0.2957, 0.2207, 0.2425, 0.4187, 0.2582, 0.2222, 0.2075],
  "spin_multiplicity": 1,
  "homo_energy_ev": -9.5653,
  "de_lowest_kcal_mol": 74.4,
  "lumo_ha": 0.036,
  "orbital_gap_ev": 10.5
}